[1]
A cluster of 6 separate species, C34H81NO16 in total, computed with ωB97M-V/def2-TZVPD.

```
132
C34H81NO16, DFT ωB97M-V/def2-TZVPD
C 1.40 6.14 0.60
O 0.60 7.19 1.23
C 0.42 7.07 2.61
C 1.76 7.14 3.36
O 1.49 7.56 4.73
C 2.60 7.82 5.62
C 3.45 8.92 5.04
O 4.17 9.65 6.06
C 5.26 10.51 5.73
H 2.35 5.88 1.06
H 1.61 6.56 -0.38
H 0.92 5.17 0.45
H 0.07 6.07 2.87
H -0.21 7.88 2.97
H 2.46 7.78 2.83
H 2.22 6.16 3.50
H 3.18 6.93 5.86
H 2.26 8.15 6.60
H 2.85 9.67 4.53
H 4.13 8.35 4.40
H 6.01 9.89 5.26
H 5.77 10.84 6.64
H 5.09 11.34 5.04
C 0.18 3.37 4.11
O -0.04 1.98 3.83
C -0.44 1.64 2.52
C -0.40 0.09 2.43
O -0.51 -0.35 1.05
C -0.33 -1.80 0.80
C -0.67 -2.04 -0.60
O -2.07 -2.33 -0.79
C -2.83 -1.21 -1.17
H 1.17 3.77 3.87
H 0.01 3.62 5.15
H -0.65 3.98 3.74
H 0.35 2.09 1.92
H -1.38 2.04 2.13
H -1.08 -0.47 3.06
H 0.64 -0.21 2.60
H -0.95 -2.48 1.39
H 0.73 -2.01 0.92
H -0.27 -3.03 -0.81
H -0.16 -1.41 -1.33
H -3.80 -1.68 -1.32
H -2.35 -0.72 -2.02
H -2.86 -0.51 -0.34
C 3.94 4.06 -5.75
O 3.69 3.78 -4.36
C 4.89 3.72 -3.47
C 4.48 3.40 -2.00
O 3.37 2.56 -1.83
C 3.57 1.14 -2.06
C 2.42 0.34 -1.59
O 2.82 -0.60 -0.57
C 3.39 -0.26 0.67
H 3.03 4.42 -6.24
H 4.21 3.17 -6.32
H 4.71 4.82 -5.86
H 5.43 4.66 -3.42
H 5.64 3.01 -3.82
H 4.28 4.38 -1.56
H 5.37 3.23 -1.39
H 4.50 0.76 -1.63
H 3.76 1.04 -3.12
H 2.00 -0.32 -2.35
H 1.52 0.88 -1.32
H 4.30 0.33 0.62
H 3.49 -1.24 1.15
H 2.73 0.29 1.35
C 1.61 -6.09 4.55
O 0.70 -5.10 4.23
C 1.26 -3.83 3.89
C 2.04 -3.24 5.06
O 2.76 -2.15 4.50
C 3.59 -1.54 5.49
C 2.80 -0.70 6.46
O 3.62 -0.21 7.62
C 4.73 0.54 7.15
H 1.19 -7.09 4.42
H 1.87 -5.94 5.59
H 2.51 -6.02 3.95
H 0.45 -3.13 3.69
H 1.88 -3.97 3.01
H 2.63 -4.05 5.49
H 1.42 -2.90 5.88
H 4.33 -0.94 4.96
H 4.17 -2.37 5.87
H 1.90 -1.09 6.94
H 2.42 0.20 5.99
H 4.38 1.46 6.68
H 5.47 0.17 6.44
H 5.37 0.85 7.97
C -0.98 -5.93 -2.82
O -2.17 -6.08 -3.68
C -2.76 -4.90 -4.37
C -3.90 -5.34 -5.31
O -3.56 -6.29 -6.40
C -4.65 -6.75 -7.13
C -5.75 -7.62 -6.38
O -6.67 -6.87 -5.62
C -7.91 -7.49 -5.37
H -1.04 -5.11 -2.10
H -0.01 -5.87 -3.32
H -0.87 -6.82 -2.20
H -2.04 -4.35 -4.97
H -2.99 -4.30 -3.49
H -4.39 -4.54 -5.85
H -4.77 -5.75 -4.79
H -4.39 -7.44 -7.93
H -5.26 -5.98 -7.61
H -5.25 -8.43 -5.86
H -6.32 -8.13 -7.17
H -7.78 -8.57 -5.29
H -8.52 -7.38 -6.27
H -8.39 -7.14 -4.46
C -4.76 -0.20 -4.97
C -4.51 -1.66 -4.88
C -5.64 -2.32 -4.01
O -6.27 -1.47 -3.02
C -6.79 -2.25 -1.85
N -4.35 -2.20 -6.15
H -4.57 0.34 -4.04
H -5.81 -0.04 -5.20
H -4.16 0.30 -5.73
H -3.60 -1.83 -4.31
H -5.28 -3.23 -3.54
H -6.49 -2.38 -4.70
H -6.01 -2.87 -1.41
H -7.54 -2.97 -2.16
H -7.31 -1.69 -1.07
H -3.98 -1.53 -6.80
H -5.31 -2.33 -6.43
```

Summary:
frontier orbital gap (alpha / beta)	0.0443 / 0.3423	Eh
max |F|	4.45	eV Å⁻¹
charge	-1
HOMO level (alpha / beta)	0.701 / -7.419	eV
multiplicity	2
<S²>	0.7505

Mulliken population analysis, charges in e, atoms 1 to 6: C -0.8928; O -0.2334; C 0.0572; C -1.0339; O -0.0613; C -0.7511

=====

[2]
A cluster of 5 separate species, C34H82N2O17P4 in total, computed with ωB97M-V/def2-TZVPD.

```
139
C34H82N2O17P4, DFT ωB97M-V/def2-TZVPD
H 3.99 -3.18 1.29
N 4.47 -2.74 2.08
C 5.39 -2.01 1.61
C 6.26 -1.21 2.55
C 5.68 -1.86 0.11
C 5.28 -0.43 -0.31
O 3.92 -0.29 0.00
C 3.52 1.04 0.25
C 2.33 1.06 1.21
N 1.20 0.26 0.75
C 0.80 -0.76 1.72
C -0.11 -1.85 1.15
C 0.53 -2.68 0.00
C -1.51 -1.35 0.74
H 7.32 -1.36 2.31
H 6.04 -1.46 3.59
H 6.06 -0.13 2.44
H 4.99 -2.52 -0.44
H 6.73 -2.08 -0.10
H 5.93 0.33 0.16
H 5.47 -0.35 -1.40
H 4.33 1.61 0.76
H 3.32 1.58 -0.69
H 2.05 2.12 1.34
H 2.70 0.70 2.18
H 1.35 -0.12 -0.17
H 0.24 -0.25 2.52
H 1.70 -1.21 2.20
H -0.28 -2.56 1.97
H -0.23 -2.96 -0.74
H 1.37 -2.12 -0.45
H 0.97 -3.60 0.41
H -2.02 -0.80 1.54
H -1.51 -0.78 -0.20
H -2.13 -2.24 0.57
C -7.64 -6.05 0.22
C -6.22 -5.86 -0.28
O -6.16 -4.93 -1.36
P -6.17 -3.33 -1.03
O -4.78 -3.14 -0.49
O -5.89 -2.75 -2.55
C -4.90 -1.75 -2.78
C -3.65 -2.36 -3.37
O -7.79 -3.26 -1.36
C -8.46 -1.98 -1.21
C -8.61 -1.29 -2.55
H -8.02 -5.13 0.68
H -7.69 -6.84 0.96
H -8.31 -6.29 -0.61
H -5.57 -5.53 0.54
H -5.83 -6.81 -0.65
H -4.68 -1.19 -1.87
H -5.32 -1.04 -3.50
H -3.24 -3.14 -2.71
H -2.88 -1.60 -3.52
H -3.87 -2.84 -4.33
H -7.93 -1.35 -0.50
H -9.45 -2.19 -0.80
H -7.67 -0.83 -2.87
H -9.36 -0.49 -2.49
H -8.91 -2.00 -3.33
C -6.79 4.92 -4.81
C -7.04 3.49 -4.36
O -6.36 3.20 -3.14
P -7.03 3.67 -1.73
O -8.20 2.75 -1.59
O -5.99 2.95 -0.68
C -6.48 2.20 0.43
C -6.38 0.71 0.14
O -6.10 5.04 -1.67
C -6.30 5.94 -0.56
C -5.24 5.73 0.50
H -7.24 5.64 -4.12
H -7.21 5.10 -5.80
H -5.72 5.13 -4.84
H -8.11 3.31 -4.25
H -6.66 2.80 -5.11
H -7.50 2.48 0.68
H -5.86 2.44 1.29
H -6.92 0.46 -0.78
H -6.78 0.12 0.96
H -5.34 0.43 -0.02
H -7.30 5.83 -0.14
H -6.22 6.96 -0.95
H -5.45 4.84 1.09
H -5.20 6.58 1.19
H -4.26 5.59 0.05
C 0.96 2.64 10.48
C 1.27 3.83 9.58
O 1.57 3.41 8.25
P 0.34 3.08 7.24
O -0.25 4.43 6.95
O 1.18 2.84 5.84
C 0.76 3.46 4.62
C 1.64 4.66 4.31
O 0.43 1.45 7.54
C -0.52 0.59 6.88
C 0.10 -0.05 5.66
H 0.03 2.16 10.18
H 0.85 2.96 11.52
H 1.75 1.89 10.42
H 0.44 4.54 9.58
H 2.15 4.35 9.95
H -0.29 3.74 4.66
H 0.88 2.72 3.83
H 1.62 5.38 5.13
H 1.31 5.15 3.39
H 2.68 4.35 4.19
H -1.43 1.14 6.62
H -0.80 -0.18 7.60
H 0.15 0.66 4.83
H -0.49 -0.90 5.33
H 1.12 -0.38 5.86
C 6.80 -4.79 -4.19
C 6.91 -3.56 -3.30
O 8.06 -2.78 -3.63
P 7.96 -1.75 -4.90
O 7.06 -0.67 -4.40
O 9.41 -0.99 -4.74
C 9.50 0.44 -4.81
C 9.64 1.02 -3.42
O 8.67 -2.85 -5.92
C 8.84 -2.46 -7.31
C 10.25 -1.98 -7.57
H 6.60 -4.51 -5.22
H 6.00 -5.45 -3.84
H 7.74 -5.35 -4.18
H 6.00 -2.95 -3.37
H 7.03 -3.87 -2.26
H 8.64 0.86 -5.33
H 10.38 0.68 -5.40
H 8.82 0.73 -2.78
H 9.68 2.11 -3.46
H 10.56 0.66 -2.95
H 8.11 -1.70 -7.59
H 8.64 -3.35 -7.91
H 10.40 -0.97 -7.20
H 10.46 -1.97 -8.64
H 10.98 -2.62 -7.06
```

Summary:
relative energy (zero: lowest compared OMol25 entry of this formula, charge and spin)	8.787	eV
structure (SMILES)	[H]/N=C(/C)CCOCCNCC(C)C.CCOP(=O)(OCC)OCC.CCOP(=O)(OCC)OCC.CCOP(=O)(OCC)OCC.CCOP(=O)(OCC)OCC
frontier orbital gap	0.2875	Eh
max |F|	8.23	eV Å⁻¹
HOMO level	-8.261	eV
multiplicity	1

Mulliken population analysis, charges in e, atoms 1 to 6: H 0.2337; N -0.7516; C 0.8576; C -1.3879; C -0.6081; C -0.7506

=====

[3]
A cluster of 10 separate species, C34H85N11O10 in total, computed with ωB97M-V/def2-TZVPD.

```
140
C34H85N11O10, DFT ωB97M-V/def2-TZVPD
C 2.31 3.70 0.51
C 1.22 4.83 0.54
C 0.33 4.53 1.88
C 1.95 6.17 0.62
C 1.07 7.40 0.47
C 0.26 7.29 -0.81
C -0.50 5.94 -0.91
C -1.74 5.98 -0.02
C -1.01 5.64 -2.37
N 0.52 4.90 -0.71
O -0.30 3.65 -0.80
H 2.84 3.62 1.42
H 1.88 2.72 0.25
H 3.00 3.88 -0.33
H -0.14 5.43 2.29
H -0.48 3.95 1.45
H 0.96 3.94 2.54
H 2.49 6.13 1.55
H 2.62 6.05 -0.26
H 0.38 7.60 1.35
H 1.61 8.39 0.40
H 0.89 7.42 -1.71
H -0.46 8.09 -0.93
H -2.21 5.00 0.11
H -2.45 6.73 -0.42
H -1.41 6.46 0.94
H -1.63 4.70 -2.41
H -0.18 5.69 -3.04
H -1.62 6.51 -2.58
H -0.11 3.30 -1.71
C 0.37 -6.76 -4.82
C 0.79 -5.35 -4.60
C 1.85 -5.07 -5.70
C -0.50 -4.44 -4.62
C -0.12 -3.04 -4.22
C 0.41 -2.99 -2.74
C 1.66 -3.96 -2.63
C 2.91 -3.35 -3.33
C 1.95 -4.14 -1.11
N 1.25 -5.27 -3.17
O 2.29 -6.21 -2.96
H 1.21 -7.43 -4.96
H -0.27 -7.07 -4.01
H -0.14 -6.79 -5.74
H 2.79 -5.39 -5.35
H 1.68 -5.72 -6.58
H 1.88 -4.05 -6.08
H -1.04 -4.55 -5.62
H -1.23 -4.79 -3.84
H 0.63 -2.63 -4.92
H -0.97 -2.39 -4.22
H -0.44 -3.35 -2.10
H 0.66 -1.99 -2.38
H 3.78 -3.95 -3.08
H 3.16 -2.34 -2.93
H 2.80 -3.36 -4.44
H 2.33 -3.19 -0.75
H 2.67 -4.91 -0.92
H 1.07 -4.36 -0.51
H 3.04 -6.04 -3.52
C 0.77 -3.40 5.25
C 0.95 -1.97 5.66
C -0.14 -1.58 6.65
C 2.33 -1.81 6.35
C 3.50 -1.63 5.39
C 3.20 -0.48 4.39
C 1.91 -0.65 3.58
C 1.53 0.65 2.85
C 2.14 -1.78 2.52
N 0.93 -0.96 4.62
O -0.29 -1.21 3.92
H 1.60 -3.74 4.64
H 0.77 -3.94 6.18
H -0.12 -3.57 4.66
H 0.04 -0.61 7.09
H -1.16 -1.62 6.25
H -0.04 -2.33 7.52
H 2.23 -0.90 6.94
H 2.42 -2.69 6.94
H 4.40 -1.33 5.94
H 3.76 -2.57 4.88
H 4.01 -0.25 3.67
H 3.13 0.41 5.02
H 1.40 1.46 3.58
H 0.55 0.63 2.40
H 2.27 0.86 2.06
H 2.65 -1.26 1.72
H 1.21 -2.14 2.10
H 2.76 -2.49 3.00
H -0.79 -0.46 4.13
N -2.42 0.71 -3.14
C -1.67 1.54 -4.04
N -0.50 2.03 -3.50
O -2.14 1.77 -5.12
H -1.94 0.11 -2.49
H -3.16 0.23 -3.65
H 0.12 2.36 -4.18
H -0.08 1.49 -2.71
N -2.72 -2.69 3.28
C -3.63 -1.93 2.57
N -4.72 -2.58 2.01
O -3.55 -0.68 2.47
H -2.86 -3.70 3.27
H -1.87 -2.31 3.68
H -5.28 -1.84 1.62
H -4.59 -3.44 1.47
N -1.87 0.50 0.30
C -0.99 -0.35 -0.18
N -0.79 -1.48 0.51
O -0.33 -0.07 -1.20
H -2.53 0.24 1.05
H -2.00 1.30 -0.35
H -0.04 -2.06 0.23
H -1.05 -1.35 1.46
N 2.69 0.54 -1.62
C 3.29 1.18 -2.72
N 2.82 2.46 -2.95
O 4.30 0.80 -3.24
H 3.05 -0.35 -1.31
H 1.70 0.60 -1.37
H 3.47 2.88 -3.56
H 2.42 2.96 -2.18
C -5.02 3.54 -3.20
O -5.10 2.34 -3.93
H -5.89 3.58 -2.56
H -4.05 3.68 -2.60
H -5.06 4.40 -3.98
H -4.61 2.44 -4.74
C -2.84 1.53 5.37
O -2.19 0.56 4.59
H -3.85 1.19 5.64
H -2.17 1.61 6.20
H -2.93 2.52 4.84
H -2.77 0.26 3.83
C -3.81 -2.68 -1.77
O -2.93 -3.08 -0.69
H -3.90 -3.55 -2.40
H -4.82 -2.39 -1.42
H -3.34 -1.89 -2.41
H -2.31 -2.33 -0.54
```

Summary:
relative energy (zero: lowest compared OMol25 entry of this formula, charge and spin)	0.000	eV
structure (SMILES)	CC1(C)CCCC(C)(C)N1O.CC1(C)CCCC(C)(C)N1O.CC1(C)CCCC(C)(C)N1O.NC(N)=O.NC(N)=O.NC(N)=O.NC(N)=O.CO.CO.CO
frontier orbital gap	0.3354	Eh
max |F|	3.42	eV Å⁻¹
HOMO level	-8.743	eV
multiplicity	1

Mulliken population analysis, charges in e, atoms 1 to 6: C -1.8862; C 1.5832; C -1.5816; C -1.2575; C -0.4440; C -1.2997